# 1
Formula: C5H5F2N
Source: the Open Molecules 2025 dataset
Level of theory: wB97M-V/def2-TZVPD

Geometry (Å):
N -1.023 0.272 0.002
C -0.503 1.557 0.003
C -2.414 -0.111 -0.002
H -2.992 0.794 -0.014
F 2.428 -0.408 0.001
H 1.561 2.297 0.008
C 0.863 1.490 0.000
H -2.668 -0.696 0.901
H -1.173 2.423 0.000
H -2.612 -0.680 -0.900
C 0.026 -0.598 -0.004
C 1.201 0.114 -0.003
F -0.206 -1.898 0.002

Output
- Maximum force: 0.87 eV Å⁻¹
- ΔE to the lowest compared entry with this formula, charge and spin: 22.4 kcal per mole
- E: -447.97916 hartree
- Multiplicity: 1
- SMILES: Cn1ccc(F)c1F
- HOMO-LUMO gap: 9.138 eV

---

# 2
Formula: C7H12
Source: the Open Molecules 2025 dataset
Level of theory: wB97M-V/def2-TZVPD

Geometry (Å):
H 1.850 -1.154 0.759
C 1.465 1.017 -1.034
H 2.329 1.207 0.993
H -1.820 -0.628 -1.414
C 1.384 0.949 0.504
C 0.964 -0.506 0.742
H 0.036 -1.919 -0.700
H 1.311 2.005 -1.484
H -1.271 0.853 -0.662
H -1.673 -0.158 1.631
C 0.645 -0.057 -1.672
H 0.623 1.644 0.883
C 0.132 -0.844 -0.512
H 2.468 0.707 -1.383
H -3.123 -0.060 0.629
H -2.302 -1.617 0.841
H 0.438 -0.662 1.689
C -1.313 -0.237 -0.527
C -2.142 -0.540 0.718

Output
- Maximum force: 0.41 eV Å⁻¹
- ΔE to the lowest compared entry with this formula, charge and spin: 70.7 kcal per mole
- E: -273.79585 hartree
- Multiplicity: 1
- HOMO-LUMO gap: 8.938 eV

---

# 3
Formula: C2H9N5
Source: the Open Molecules 2025 dataset
Level of theory: wB97M-V/def2-TZVPD

Geometry (Å):
N -1.181 1.634 -0.328
N 1.282 -0.928 -0.171
H -1.369 1.242 -1.258
H -2.748 -0.503 0.131
N -0.991 -1.090 -0.526
C 0.123 -0.380 -0.110
H -2.037 1.575 0.211
H 2.541 0.750 -0.660
H -0.685 -2.006 -0.839
C 2.446 -0.119 0.056
H 0.677 1.504 0.476
N -0.143 0.916 0.320
H 2.490 0.290 1.094
N -2.064 -1.191 0.372
H -1.731 -0.962 1.308
H 3.389 -0.732 -0.077

Output
- Maximum force: 1.47 eV Å⁻¹
- ΔE to the lowest compared entry with this formula, charge and spin: 55.2 kcal per mole
- E: -355.31097 hartree
- Multiplicity: 1
- SMILES: CN=C(NN)NN
- HOMO-LUMO gap: 9.728 eV

---

# 4
Formula: C24H27N3O6S
Source: the Open Molecules 2025 dataset
Level of theory: wB97M-V/def2-TZVPD

Geometry (Å):
H -4.498 -0.327 1.712
C -6.320 0.218 -0.318
H 4.308 2.092 -1.771
N -0.872 1.751 0.037
H 4.605 -0.519 -2.251
H -1.565 -1.723 2.947
N 4.018 2.128 0.252
C 2.585 -1.107 0.389
C -6.969 -0.425 0.887
C 3.642 2.584 -1.062
C -4.896 0.601 -0.194
H 2.497 -0.804 1.418
O 0.231 -0.586 1.664
N 0.589 -2.527 0.538
H -2.056 -2.576 1.479
H -8.026 -0.574 0.685
H -0.930 -3.339 2.614
C 1.699 2.313 1.087
H 1.553 1.234 1.113
O -0.640 3.304 -1.609
C 3.797 -0.959 -1.690
C 3.184 2.600 1.327
H -0.391 1.273 0.791
H 1.434 3.966 -0.264
C 1.713 -2.042 -0.165
C -2.776 0.646 0.944
C -0.061 -3.723 0.019
H 1.117 2.768 1.890
H 0.306 -5.245 -1.469
H -4.948 1.621 -2.062
H 3.535 2.107 2.233
H -0.990 -3.443 -0.492
C 0.848 -4.439 -0.972
H 3.345 3.680 1.427
H 3.151 -2.325 -3.223
O 5.883 0.664 -0.491
H 1.902 2.730 -2.333
C -0.177 2.674 -0.683
C -2.213 1.401 -0.089
H -0.299 -4.408 0.837
C 1.978 -2.509 -1.463
H 1.719 -4.855 -0.447
C -4.096 0.254 0.896
O 1.282 -3.563 -1.985
C 2.173 2.290 -1.372
S 4.724 0.633 0.351
H -2.160 0.381 1.789
H -6.852 0.209 1.762
H 3.818 3.665 -1.112
H 2.011 1.211 -1.431
O -6.944 0.413 -1.339
C 2.998 -1.951 -2.223
C -4.324 1.354 -1.222
H -6.508 -1.390 1.089
C 1.281 2.880 -0.268
C 3.600 -0.573 -0.377
H -2.587 2.347 -1.975
C -1.229 -2.397 2.163
C -0.074 -1.744 1.446
O 4.880 0.326 1.742
C -3.006 1.756 -1.179

Output
- Maximum force: 1.04 eV Å⁻¹
- ΔE to the lowest compared entry with this formula, charge and spin: 13.2 kcal per mole
- E: -1944.69867 hartree
- Multiplicity: 1
- SMILES: CC(=O)c1ccc(NC(=O)C2CCN(S(=O)(=O)c3ccc4c(c3)N(C(C)=O)CCO4)CC2)cc1
- HOMO-LUMO gap: 8.879 eV

---

# 5
Formula: C8H12O
Source: the Open Molecules 2025 dataset
Level of theory: wB97M-V/def2-TZVPD

Geometry (Å):
H -3.358 -0.697 1.137
H -0.488 0.367 -1.701
H 1.762 0.228 1.762
C 1.434 2.113 -0.160
O 2.209 -0.783 1.053
C -0.910 -0.995 -0.116
H 1.376 3.527 -0.391
C -2.138 0.131 -0.479
H 2.564 1.938 0.074
C 0.505 -1.657 -0.588
H -3.601 1.361 1.157
H 0.737 -2.718 -0.017
C -2.793 0.361 0.911
C 1.512 -0.387 -0.232
H 2.110 -0.633 -1.202
H -0.798 -0.799 0.936
H 0.145 -1.740 -1.760
C -0.627 0.395 -0.593
C 0.764 0.902 -0.156
H -1.751 0.045 1.582
H -2.852 0.208 -1.522

Output
- Maximum force: 6.57 eV Å⁻¹
- ΔE to the lowest compared entry with this formula, charge and spin: 275.3 kcal per mole
- E: -386.82428 hartree
- Multiplicity: 1
- HOMO-LUMO gap: 9.516 eV

---

# 6
Formula: C5H9FS
Source: the Open Molecules 2025 dataset
Level of theory: wB97M-V/def2-TZVPD

Geometry (Å):
C -1.430 0.160 -0.002
H -0.897 2.256 0.204
H -2.425 1.817 0.918
S 2.458 0.182 -0.411
C -2.539 -0.679 -0.497
H 1.936 0.641 -1.544
F -0.011 -1.652 0.313
H 1.388 -0.189 1.723
C -0.244 -0.331 0.352
H -2.349 1.920 -0.812
C 1.060 0.326 0.772
C -1.731 1.633 0.090
H -3.502 -0.405 -0.010
H -2.711 -0.457 -1.551
H 0.976 1.431 0.985
H -2.341 -1.713 -0.443

Output
- Maximum force: 2.59 eV Å⁻¹
- ΔE to the lowest compared entry with this formula, charge and spin: 20.7 kcal per mole
- E: -693.93520 hartree
- Multiplicity: 1
- SMILES: CC(C)=C(F)CS
- HOMO-LUMO gap: 9.827 eV